One molecule with the formula C4H9NO at a distorted geometry. Source: OMol25; level of theory: wB97M-V/def2-TZVPD.

Properties
- LUMO (eV) = 0.9
- SMILES = CC(C)NC=O
- energy (eV) = -7831.21574
- ΔE to the lowest compared entry with this formula, charge and spin (kcal per mole) = 25.5
- total charge = 0
- HOMO level (eV) = -9.7

Last columns: bonded neighbours and bond lengths (Å).
Atoms and positions in Å:
1 C 1.347 -0.637 0.523  C2 1.555, H7 1.095, H8 1.101, H9 1.072
2 C 0.016 0.141 0.732  C1 1.555, C3 1.533, N4 1.462, H10 1.108
3 C -0.651 -0.518 1.944  C2 1.533, H11 1.086, H12 1.102, H13 1.088
4 N -0.898 0.009 -0.401  C2 1.462, C5 1.361, H14 1.006
5 C -0.491 0.474 -1.614  N4 1.361, O6 1.222, H15 1.101
6 O 0.644 0.850 -1.868  C5 1.222
7 H 1.154 -1.692 0.743  C1 1.095
8 H 2.050 -0.329 1.312  C1 1.101
9 H 1.909 -0.472 -0.375  C1 1.072
10 H 0.210 1.186 1.043  C2 1.108
11 H -0.220 -1.481 2.207  C3 1.086
12 H -0.335 -0.029 2.880  C3 1.102
13 H -1.731 -0.506 1.808  C3 1.088
14 H -1.886 -0.076 -0.232  N4 1.006
15 H -1.126 0.519 -2.512  C5 1.101